i | The following is a DFT calculation (the ωB97M-V functional and the def2-TZVPD basis) of a single C2H2OS2 molecule.

The net charge is 0. The lowest unoccupied orbital energy is -1.67 eV. The calculation puts the HOMO-LUMO gap at 7.75 eV. The HOMO energy is -9.424 eV. Its SMILES is O=C(S)C=S.

Last column: natural (NBO) charge in e.
CARTESIAN COORDINATES (ANGSTROEM)
1 H -0.65 -1.46 0.21  0.1993
2 C -1.02 -0.45 0.14  -0.4118
3 O 0.11 1.69 -0.02  -0.4955
4 S 1.54 -0.53 -0.09  0.0211
5 H 2.47 0.40 -0.15  0.1486
6 S -2.58 -0.14 -0.10  0.2159
7 C 0.13 0.49 0.01  0.3224

=====

ii | The following is a DFT calculation (the ωB97M-V functional and the def2-TZVPD basis) of 2 unconnected molecules or ions with the total composition C2H2OS2.

The net charge is 0. The lowest unoccupied orbital energy (spin up / spin down) is -2.45 / -2.50 eV. The calculation puts the HOMO-LUMO gap (spin up / spin down) at 7.25 / 7.20 eV. The HOMO energy (spin up / spin down) is -9.698 / -9.703 eV.

Last column: natural (NBO) charge in e.
CARTESIAN COORDINATES (ANGSTROEM)
1 H -0.51 1.74 -0.42  0.2267
2 O -2.21 0.20 0.79  -0.4524
3 S 1.37 0.34 -0.65  0.2159
4 C -0.14 0.76 -0.16  -0.3578
5 S 3.21 -1.84 -0.96  -0.1055
6 H -0.65 -1.09 0.84  0.1333
7 C -1.07 -0.11 0.55  0.3399

=====

Most stable of them? i.

=====

i | The following is a DFT calculation (the ωB97M-V functional and the def2-TZVPD basis) of 2 unconnected molecules or ions with the total composition C3H9NOS.

The net charge is 0. The lowest unoccupied orbital energy is 0.90 eV. The calculation puts the HOMO-LUMO gap at 9.81 eV. The HOMO energy is -8.913 eV.

Last column: natural (NBO) charge in e.
CARTESIAN COORDINATES (ANGSTROEM)
1 O 1.18 -1.22 -0.12  -1.0175
2 H -1.04 0.83 -0.85  0.2418
3 S 0.09 -0.64 0.67  1.2495
4 C -1.20 -0.19 -0.68  -0.7487
5 H -0.31 -3.05 1.68  0.2511
6 H -1.42 -1.73 1.93  0.2077
7 N 0.95 1.79 -0.25  -0.6551
8 H -0.95 -0.85 -1.44  0.2247
9 H 2.64 2.70 -0.98  0.1361
10 H -1.47 -2.58 0.32  0.2256
11 C -0.81 -2.18 1.13  -0.8351
12 H -2.13 -0.36 -0.28  0.2052
13 C 1.69 2.75 -0.36  -0.0139
14 H 1.39 3.81 -0.11  0.1575
15 H 1.37 0.90 -0.65  0.3709

=====

ii | The following is a DFT calculation (the ωB97M-V functional and the def2-TZVPD basis) of a single C3H9NOS molecule.

The net charge is 0. The lowest unoccupied orbital energy (spin up / spin down) is 0.31 / 0.31 eV. The calculation puts the HOMO-LUMO gap (spin up / spin down) at 9.38 / 9.38 eV. The HOMO energy (spin up / spin down) is -9.075 / -9.075 eV. Its SMILES is CN=S(C)(C)=O.

Last column: natural (NBO) charge in e.
CARTESIAN COORDINATES (ANGSTROEM)
1 H -1.44 -1.21 -1.02  0.2456
2 H -0.54 2.11 1.44  0.2601
3 H -1.81 0.99 0.74  0.2294
4 H -1.04 0.67 2.34  0.2541
5 H 2.41 -0.20 -0.98  0.2133
6 S 0.13 -0.10 0.39  1.6351
7 H -2.23 -1.03 0.41  0.2288
8 O 1.28 -1.13 1.59  -0.8307
9 N 0.63 0.64 -0.86  -0.8730
10 C -1.24 -1.33 0.02  -0.8231
11 H 1.61 0.11 -2.64  0.1890
12 C 1.77 0.37 -1.57  -0.4240
13 H 2.30 1.31 -1.74  0.1876
14 H -0.92 -2.26 0.53  0.2786
15 C -0.90 1.06 1.36  -0.7709

=====

iii | The following is a DFT calculation (the ωB97M-V functional and the def2-TZVPD basis) of 2 unconnected molecules or ions with the total composition C3H9NOS.

The net charge is 0. The lowest unoccupied orbital energy is 0.94 eV. The calculation puts the HOMO-LUMO gap at 9.65 eV. The HOMO energy is -8.705 eV. Its SMILES is NC=O.CSC.

Last column: natural (NBO) charge in e.
CARTESIAN COORDINATES (ANGSTROEM)
1 H -4.35 1.47 3.87  0.2268
2 H -2.60 1.14 3.63  0.2125
3 H -4.09 -1.19 0.90  0.2224
4 H -3.58 -0.10 -0.27  0.2271
5 C 5.97 -0.51 -3.27  0.5292
6 C -3.49 -0.29 0.82  -0.7668
7 H 4.32 0.39 -2.27  0.3943
8 C -3.61 0.92 3.30  -0.7607
9 S -3.98 1.29 1.58  0.2013
10 H -2.41 -0.41 0.88  0.2171
11 N 4.67 -0.36 -2.84  -0.8331
12 H 6.60 0.29 -2.87  0.1038
13 H 4.01 -1.06 -3.11  0.3943
14 H -3.80 -0.12 3.58  0.2202
15 O 6.33 -1.45 -3.93  -0.5885

=====

Most stable of them? iii.

=====

i | The following is a DFT calculation (the ωB97M-V functional and the def2-TZVPD basis) of a gas-phase ion, C8H16NO (charge +1).

The net charge is +1. The lowest unoccupied orbital energy (spin up / spin down) is -4.35 / -4.35 eV. The calculation puts the HOMO-LUMO gap (spin up / spin down) at 7.68 / 7.67 eV. The HOMO energy (spin up / spin down) is -12.027 / -12.027 eV.

Last column: natural (NBO) charge in e.
CARTESIAN COORDINATES (ANGSTROEM)
1 H -1.55 -2.99 0.71  0.2369
2 H -2.80 2.31 2.55  0.2422
3 H -1.20 2.74 1.97  0.2075
4 N -0.40 0.09 1.37  -0.5947
5 H 2.62 -1.51 -3.34  0.2737
6 H -0.93 -2.55 2.15  0.2408
7 H -2.41 1.78 1.08  0.2153
8 O 1.27 -1.02 -1.30  -0.3720
9 H 2.54 0.23 -4.00  0.2676
10 H 0.75 1.54 -2.92  0.2783
11 H -0.42 0.82 3.19  0.2106
12 C 2.73 -0.35 -3.00  -0.7041
13 C -2.00 1.98 2.01  -0.6218
14 H 0.33 -2.59 -0.72  0.2237
15 C -0.36 -1.12 0.72  0.2470
16 C 0.34 -1.51 -0.38  -0.0768
17 C 0.98 1.29 -1.89  -0.7575
18 C 1.62 -0.05 -2.04  0.6681
19 H 1.67 2.12 -1.75  0.2899
20 C -1.25 0.73 2.42  -0.1976
21 H 0.36 0.75 1.33  0.3839
22 C -1.32 -2.06 1.38  -0.6409
23 H 0.04 1.37 -1.25  0.2689
24 H -2.28 -1.58 1.52  0.2381
25 H 3.61 -0.32 -2.51  0.2675
26 H -1.95 -0.10 2.71  0.2059

=====

ii | The following is a DFT calculation (the ωB97M-V functional and the def2-TZVPD basis) of a gas-phase ion, C8H16NO (charge +1).

The net charge is +1. The lowest unoccupied orbital energy is -3.55 eV. The calculation puts the HOMO-LUMO gap at 8.85 eV. The HOMO energy is -12.392 eV. Its SMILES is C=C(C)/C(C)=C\O[C@@H](C)[NH3+].

Last column: natural (NBO) charge in e.
CARTESIAN COORDINATES (ANGSTROEM)
1 H 2.79 1.35 1.35  0.2371
2 H 2.88 -0.95 0.23  0.2154
3 H -1.06 0.41 3.19  0.2315
4 H -1.55 1.24 -2.80  0.4242
5 C -0.53 0.04 -1.71  0.2792
6 H -1.38 -1.18 3.06  0.2328
7 H 0.33 0.35 -1.23  0.2065
8 H 1.20 1.87 1.96  0.2213
9 C -1.31 -0.44 0.53  0.0630
10 N -1.17 1.41 -1.94  -0.7200
11 O -1.35 -0.58 -0.87  -0.5026
12 H 1.33 -1.90 0.00  0.2020
13 C 1.81 -1.03 0.33  -0.4098
14 H 2.04 0.57 2.74  0.2400
15 H 0.19 -1.65 -2.82  0.2652
16 H -2.23 -0.72 1.00  0.2039
17 H 0.17 -0.65 3.62  0.2449
18 H -1.29 -1.09 -3.57  0.2476
19 C -0.42 -0.77 -3.07  -0.6485
20 H -0.57 2.22 -2.03  0.4425
21 C -0.60 -0.53 2.87  -0.6480
22 H 0.22 -0.12 -3.74  0.2223
23 C -0.31 -0.35 1.40  -0.0533
24 C 1.14 -0.16 1.11  -0.0106
25 H -2.14 1.64 -1.37  0.4737
26 C 1.80 1.02 1.78  -0.6600

=====

Most stable of them? ii.

=====

i | The following is a DFT calculation (the ωB97M-V functional and the def2-TZVPD basis) of a single C5H14N4 molecule.

The net charge is 0. The lowest unoccupied orbital energy is 0.88 eV. The calculation puts the HOMO-LUMO gap at 8.81 eV. The HOMO energy is -7.927 eV. Its SMILES is [H]/N=C(\N(C)N)C(C)(C)N.

Last column: natural (NBO) charge in e.
CARTESIAN COORDINATES (ANGSTROEM)
1 C 0.39 -1.29 -1.24  -0.6120
2 H -2.41 2.32 -0.86  0.1931
3 H 2.84 0.30 -0.19  0.3662
4 H 0.88 -2.60 1.16  0.2218
5 H 0.56 -0.58 -2.05  0.2196
6 N -1.05 1.08 0.18  -0.4024
7 C 0.47 -1.60 1.29  -0.6270
8 H -0.62 -1.67 1.39  0.2504
9 H -0.68 -1.52 -1.23  0.2122
10 C 0.82 -0.73 0.10  0.0430
11 H 2.94 -0.88 0.90  0.3478
12 N -2.03 0.22 0.70  -0.6811
13 H -1.60 1.12 -1.87  0.1595
14 H 0.87 -1.18 2.22  0.2191
15 H 0.63 2.49 0.76  0.3745
16 N 1.30 1.71 0.67  -0.6428
17 H 0.94 -2.21 -1.46  0.2398
18 H -2.77 -0.01 0.03  0.3386
19 H -2.47 0.65 1.51  0.3514
20 H -0.72 2.55 -1.29  0.2057
21 N 2.54 -0.67 -0.01  -0.8588
22 C 0.63 0.70 0.32  0.5086
23 C -1.46 1.80 -1.02  -0.4272

=====

ii | The following is a DFT calculation (the ωB97M-V functional and the def2-TZVPD basis) of 2 unconnected molecules or ions with the total composition C5H14N4.

The net charge is 0. The lowest unoccupied orbital energy is 0.92 eV. The calculation puts the HOMO-LUMO gap at 10.22 eV. The HOMO energy is -9.306 eV. Its SMILES is [H]/N=C(/C)C(C)(N)N.C=N.

Last column: natural (NBO) charge in e.
CARTESIAN COORDINATES (ANGSTROEM)
1 C 0.27 0.71 0.76  0.3254
2 H 0.66 0.37 -1.84  0.3663
3 H -0.84 -0.21 2.35  0.2060
4 N -1.08 -0.92 -0.51  -0.8515
5 N 1.64 -2.32 0.02  -0.6005
6 N -0.12 0.97 -1.60  -0.8394
7 H -1.39 -1.31 0.37  0.3648
8 H 1.15 2.15 -0.14  0.3543
9 H 2.60 -1.33 -1.56  0.1393
10 H 0.52 -1.16 1.70  0.2628
11 H -2.42 1.10 0.87  0.2108
12 N 1.15 1.61 0.73  -0.6392
13 H -2.70 1.28 -0.87  0.2016
14 C 2.42 -1.49 -0.49  -0.0466
15 H 1.12 -2.90 -0.64  0.3439
16 H -1.83 -1.03 -1.19  0.3560
17 C -0.74 0.49 -0.37  0.1756
18 H 0.83 0.24 2.74  0.2402
19 H 2.98 -0.84 0.18  0.1689
20 H -0.79 0.94 -2.37  0.3581
21 C 0.18 -0.16 1.97  -0.7047
22 C -1.96 1.38 -0.08  -0.6170
23 H -1.65 2.42 -0.02  0.2249

=====

Most stable of them? ii.